The following is a DFT calculation (the ωB97M-V functional and the def2-TZVPD basis) of 2 unconnected molecules or ions with the total composition C3H8O2S.

The total energy comes out at -667.65168 hartree. For the LUMO energy, the calculation gives 0.2 eV. The value obtained for the HOMO-LUMO gap is 9.05 eV. The HOMO energy is -8.83 eV.

Element x y z (Å)
C -1.218 1.042 0.432
C -0.746 -0.486 0.604
C 2.775 0.141 -0.425
O -0.310 -1.048 -0.561
O 3.409 1.113 -0.913
S 3.642 -1.095 0.305
H -2.027 1.154 -0.281
H -1.834 1.274 1.242
H -0.406 1.758 0.303
H -0.089 -0.534 1.504
H -1.619 -1.070 0.816
H 0.482 -0.549 -0.855
H 4.387 1.140 -0.890
H 2.552 -1.992 0.574

***

The following is a DFT calculation (the ωB97M-V functional and the def2-TZVPD basis) of a molecular structure, C31H47InN7O3.

The total charge is -1. The total energy comes out at -2008.41165 hartree. For the LUMO energy, the calculation gives 1.9 eV. The value obtained for the HOMO-LUMO gap is 7.12 eV. The HOMO energy is -5.20 eV.

Element x y z (Å)
C 0.221 -2.360 0.756
C -0.210 -1.642 -0.592
C 0.682 -0.393 -0.999
In 1.351 0.890 0.727
C -0.118 1.016 2.431
C -1.326 2.032 2.159
C -2.034 1.776 0.754
C -1.890 3.046 -0.183
O -1.766 2.632 -1.575
O 1.652 2.856 -0.090
N 2.714 3.471 0.457
O 3.699 2.770 0.381
H -0.587 -2.313 1.551
H 0.346 -3.467 0.532
H 1.212 -2.017 1.162
H -0.081 -2.410 -1.418
H -1.306 -1.365 -0.627
H 1.549 -0.722 -1.649
H 0.041 0.272 -1.664
H 2.934 0.273 1.365
H -0.478 0.015 2.810
H 0.449 1.477 3.302
H -2.065 2.048 3.019
H -0.865 3.068 2.160
H -1.656 0.826 0.280
H -3.138 1.657 0.974
H -0.968 3.644 0.057
H -2.809 3.696 -0.107
H -2.113 1.733 -1.646
N -2.784 -5.066 0.725
C -1.690 -5.645 1.305
C -1.284 -6.681 0.503
C -2.164 -6.725 -0.607
C -3.078 -5.714 -0.444
H -3.294 -4.284 1.097
H -1.297 -5.272 2.237
H -0.446 -7.333 0.692
H -2.132 -7.417 -1.434
H -3.909 -5.401 -1.055
N -1.549 5.212 -2.976
C -2.449 5.494 -3.965
C -1.935 6.513 -4.730
C -0.674 6.854 -4.182
C -0.462 6.031 -3.102
H -1.668 4.507 -2.262
H -3.376 4.948 -4.039
H -2.413 6.962 -5.587
H 0.004 7.615 -4.538
H 0.365 5.959 -2.414
N 3.368 8.893 -3.923
C 4.061 9.318 -5.025
C 4.235 8.238 -5.855
C 3.619 7.123 -5.232
C 3.091 7.559 -4.044
H 3.103 9.472 -3.146
H 4.370 10.346 -5.122
H 4.747 8.250 -6.804
H 3.568 6.115 -5.612
H 2.544 7.036 -3.275
N -4.647 -2.089 2.283
C -4.733 -1.233 1.218
C -6.013 -0.741 1.176
C -6.724 -1.317 2.260
C -5.854 -2.143 2.927
H -3.823 -2.598 2.552
H -3.880 -1.050 0.584
H -6.396 -0.042 0.448
H -7.756 -1.146 2.522
H -5.990 -2.762 3.799
N 2.350 -5.890 0.820
C 3.695 -5.659 0.930
C 4.265 -5.898 -0.295
C 3.224 -6.281 -1.178
C 2.053 -6.264 -0.461
H 1.681 -5.797 1.565
H 4.129 -5.348 1.868
H 5.314 -5.806 -0.531
H 3.320 -6.540 -2.221
H 1.040 -6.486 -0.751
N 2.790 -3.412 3.862
C 4.069 -3.165 4.280
C 4.012 -2.720 5.576
C 2.647 -2.703 5.957
C 1.917 -3.137 4.879
H 2.531 -3.743 2.948
H 4.906 -3.325 3.620
H 4.858 -2.439 6.184
H 2.244 -2.406 6.913
H 0.855 -3.272 4.749

***

The following is a DFT calculation (the ωB97M-V functional and the def2-TZVPD basis) of 4 unconnected molecules or ions with the total composition C19H39ClINO4.

The total energy comes out at -1860.73491 hartree. For the LUMO energy, the calculation gives 0.5 eV. The value obtained for the HOMO-LUMO gap is 9.21 eV. The HOMO energy is -8.67 eV.

Element x y z (Å)
C 1.800 1.573 0.798
C 2.329 0.615 -0.434
C 2.081 1.276 -1.939
C 2.632 0.117 -3.009
C 0.448 1.399 -2.262
O 0.090 2.633 -2.979
C -0.870 3.459 -2.230
Cl -0.208 4.027 -0.561
C -2.371 2.738 -2.071
N -2.469 2.226 -0.651
C -3.242 0.930 -0.542
C -2.557 -0.353 -1.305
C -3.770 -1.451 -1.644
I -5.194 -0.712 -3.163
H 2.101 2.704 0.685
H 0.609 1.521 0.840
H 2.156 1.125 1.841
H 3.476 0.423 -0.300
H 1.701 -0.393 -0.428
H 2.654 2.291 -2.100
H 2.048 -0.881 -2.714
H 2.290 0.407 -4.114
H 3.795 0.010 -2.931
H -0.087 1.247 -1.233
H 0.134 0.469 -2.941
H -1.051 4.457 -2.858
H -3.152 3.600 -2.254
H -2.530 1.933 -2.905
H -3.030 2.916 -0.068
H -3.255 0.651 0.619
H -4.385 1.103 -0.821
H -1.785 -0.941 -0.615
H -1.975 -0.087 -2.289
H -3.306 -2.446 -2.106
H -4.342 -1.689 -0.625
C -1.216 2.473 3.771
C -0.538 1.129 3.783
C -0.769 0.246 4.980
O 0.176 0.766 2.850
H -0.959 3.001 2.846
H -2.301 2.343 3.810
H -0.874 3.069 4.620
H -1.834 0.017 5.073
H -0.407 0.743 5.883
H -0.219 -0.691 4.851
C -3.663 -6.190 -0.194
C -4.225 -4.917 0.378
C -5.475 -5.023 1.211
O -3.684 -3.831 0.174
H -2.761 -5.961 -0.772
H -3.395 -6.875 0.614
H -4.396 -6.654 -0.859
H -5.288 -5.656 2.082
H -6.288 -5.435 0.609
H -5.766 -4.026 1.558
C 8.175 -0.058 1.024
C 6.828 0.443 0.578
C 6.717 0.981 -0.824
O 5.855 0.415 1.330
H 8.106 -0.416 2.057
H 8.493 -0.887 0.387
H 8.906 0.754 0.984
H 6.969 0.198 -1.543
H 7.382 1.840 -0.946
H 5.687 1.307 -1.007

***

The following is a DFT calculation (the ωB97M-V functional and the def2-TZVPD basis) of 2 unconnected molecules or ions with the total composition C3H12N2.

The total energy comes out at -230.96433 hartree. For the LUMO energy, the calculation gives 1.0 eV. The value obtained for the HOMO-LUMO gap is 9.73 eV. The HOMO energy is -8.69 eV.

Element x y z (Å)
C 0.929 -0.336 0.893
C 0.505 -0.615 2.314
N -0.244 0.447 3.025
H 0.299 -0.903 0.197
H 0.805 0.714 0.627
H 1.923 -0.624 0.548
H -0.075 -1.515 2.489
H 1.372 -0.713 2.973
H -1.051 0.713 2.483
H 0.309 1.307 3.008
C -0.245 0.564 -2.500
N -1.270 -0.346 -2.917
H 0.821 0.341 -2.625
H -0.379 0.817 -1.442
H -0.414 1.521 -3.004
H -1.333 -1.248 -2.467
H -1.953 -0.125 -3.602

***

Among the records above, which one has the lowest LUMO?
C3H8O2S